1.
Formula: C5H11ClN2
Source: the Open Molecules 2025 dataset
Level of theory: wB97M-V/def2-TZVPD

The calculation puts the lowest unoccupied orbital energy at 0.0245 hartree. For the electronic energy, the calculation gives -20862.9499 eV. Its highest occupied orbital energy is -9.6 eV. Its energy above the lowest of the compared OMol25 structures with the same formula, charge and spin is 2.943 eV. As for the SMILES: CC1(C)C/C1=N\Cl.N.

Each line ends with the natural charge from an NBO analysis.
Geometry (Å):
C 1.041 0.296 -0.148  0.267
C -0.695 2.108 -1.032  -0.590
C 0.713 1.224 0.982  -0.472
C -1.402 -0.041 0.311  -0.600
C -0.321 0.925 -0.074  -0.076
N 1.706 -0.503 -0.778  -0.336
N 0.032 -3.292 0.283  -1.071
Cl 3.396 -0.681 -0.173  0.005
H -0.814 1.769 -2.075  0.224
H 0.026 2.907 -1.000  0.214
H -1.574 2.501 -0.616  0.212
H 1.339 2.208 0.791  0.244
H 0.969 -3.126 0.713  0.358
H 0.595 0.889 2.064  0.251
H -1.061 -0.586 1.138  0.215
H -2.286 0.513 0.542  0.221
H -1.617 -0.919 -0.465  0.221
H -0.230 -2.347 0.086  0.350
H 0.182 -3.844 -0.549  0.364

2.
Formula: C5H11ClN2S2
Source: the Open Molecules 2025 dataset
Level of theory: wB97M-V/def2-TZVPD

The calculation puts the lowest unoccupied orbital energy at 0.0123 hartree. For the electronic energy, the calculation gives -42533.2911 eV. Its highest occupied orbital energy is -9.1 eV. Its energy above the lowest of the compared OMol25 structures with the same formula, charge and spin is 0.218 eV. As for the SMILES: C/C=C(/Cl)CS.[H]/N=C\NS.

Each line ends with the natural charge from an NBO analysis.
Geometry (Å):
C 2.143 1.854 -0.935  -0.652
C 1.962 0.469 -1.099  -0.227
C 2.268 -0.502 -0.257  0.021
C 2.975 -0.448 1.010  -0.644
C -5.214 -0.335 0.367  0.246
H 2.378 2.412 -1.937  0.237
H 3.112 2.193 -0.271  0.218
H 1.136 2.320 -0.549  0.235
H 1.399 0.086 -1.873  0.220
H 2.558 -1.087 1.776  0.250
H 2.767 0.480 1.468  0.236
H 5.051 0.336 0.316  0.120
H -2.742 -2.098 0.234  0.115
H -3.817 0.739 1.393  0.395
H -5.884 0.330 0.859  0.160
H -4.769 -1.655 -0.937  0.332
N -4.028 -0.347 1.032  -0.755
N -5.571 -1.013 -0.628  -0.652
S 4.648 -0.866 0.963  0.032
S -2.715 -0.750 0.046  0.158
Cl 2.342 -2.117 -0.976  -0.048

3.
Formula: C5H11ClNO3S
Source: the Open Molecules 2025 dataset
Level of theory: wB97M-V/def2-TZVPD

The calculation puts the lowest unoccupied orbital energy at 0.1167 hartree. For the electronic energy, the calculation gives -36353.2170 eV. Its highest occupied orbital energy is -5.6 eV. Its energy above the lowest of the compared OMol25 structures with the same formula, charge and spin is 0.337 eV. The total charge is -1.

Each line ends with the natural charge from an NBO analysis.
Geometry (Å):
C 1.048 2.644 0.561  -0.612
C -0.254 1.976 0.135  -0.403
C -0.275 0.525 0.645  -0.383
C -1.286 -0.301 -0.151  -0.546
C -0.673 -0.689 -1.419  0.132
N -1.198 -0.645 -2.577  -0.439
O 0.005 -2.486 1.501  -1.028
O 1.977 -3.864 1.232  -1.025
O 1.950 -1.723 0.144  -1.039
S 1.158 -2.837 0.643  2.256
Cl -2.868 -0.378 -2.542  0.027
H 1.196 2.939 1.576  0.195
H 1.768 1.793 0.472  0.208
H 1.454 3.398 0.005  0.195
H -0.323 1.959 -0.984  0.189
H -1.044 2.638 0.348  0.193
H -0.669 0.478 1.708  0.202
H 0.655 0.098 0.682  0.249
H -2.396 0.012 -0.215  0.229
H -1.247 -1.207 0.410  0.304
H 0.643 -3.545 -0.657  -0.135
H 0.379 -0.786 -1.516  0.230

4.
Formula: C5H11ClOS
Source: the Open Molecules 2025 dataset
Level of theory: wB97M-V/def2-TZVPD

The calculation puts the lowest unoccupied orbital energy (alpha / beta) at -0.0060 / -0.0775 hartree. For the electronic energy, the calculation gives -30765.1517 eV. Its highest occupied orbital energy (alpha / beta) is -6.6 / -11.1 eV. As for the spin multiplicity: 3. As for the expectation value of S²: 2.01.

Each line ends with the natural charge from an NBO analysis.
Geometry (Å):
C 1.385 -0.296 -0.819  -0.590
C -0.059 1.669 -0.221  -0.599
C -1.080 -0.708 1.335  -0.735
C -0.051 0.262 -0.818  -0.292
C -0.941 -0.690 -0.092  -0.114
O -3.278 0.825 1.175  -0.761
S -3.342 0.731 -0.306  1.010
Cl -4.574 -0.876 -0.756  -0.223
H 2.032 0.362 -1.394  0.203
H 1.770 -0.360 0.196  0.203
H 1.413 -1.287 -1.263  0.211
H 0.396 1.682 0.764  0.208
H -1.078 2.038 -0.138  0.190
H 0.501 2.347 -0.862  0.213
H -1.988 -0.052 1.596  0.269
H -0.256 -0.246 1.869  0.207
H -1.326 -1.687 1.740  0.221
H -0.380 0.321 -1.861  0.199
H -1.374 -1.493 -0.668  0.180